The following is a DFT calculation (the ωB97M-V functional and the def2-TZVPD basis) of C31H35GeN4O7ReS2Se2 as an isolated structure.

Calculated values
⟨S²⟩: 0.874
E_LUMO (alpha / beta) in eV: 0.30 / 0.65
Total energy in eV: -264021.91263

Structure (ORCA input):
```
! wB97M-V def2-TZVPD RIJCOSX def2/J DEFGRID3
* xyz -1 2
Re -0.59 -1.28 -0.25
Se -2.97 -1.19 -0.64
Se 2.78 -0.08 -2.23
Ge 5.06 0.40 -4.48
S -0.13 -2.91 -1.83
S -0.50 -1.32 -3.14
O 0.52 -1.20 -4.14
O 1.41 -1.13 0.11
O -0.44 -0.23 -2.04
O 1.83 -4.14 5.73
O 3.13 -1.61 1.45
O -1.86 -1.42 -3.63
O -0.36 -4.63 6.00
N -0.46 0.59 0.84
N -0.05 9.18 -1.27
N -0.30 -2.36 1.57
N -0.08 2.75 0.83
C -0.98 -3.53 3.53
C -6.75 -2.84 4.01
C -3.99 -1.70 0.92
C -3.95 -4.10 0.06
C -4.41 -3.04 1.02
C 0.00 5.12 1.32
C 0.45 2.25 2.01
C -5.29 -3.38 2.04
C -4.42 -0.75 1.84
C 0.97 -2.43 2.02
C 3.20 1.39 -1.03
C 6.40 1.07 -3.23
C -0.15 4.37 -0.97
C -1.25 -2.93 2.33
C 1.96 -1.70 1.17
C 3.27 0.87 -3.88
C 0.32 -3.58 4.02
C -0.08 6.72 -0.47
C -3.96 0.68 1.79
C 0.00 6.44 0.89
C -0.08 4.09 0.39
C -0.06 8.09 -0.92
C 5.41 1.20 -6.24
C -5.76 -2.45 2.95
C -0.16 5.68 -1.40
C 5.22 -1.54 -4.63
C -5.31 -1.14 2.84
C 0.22 0.91 1.99
C 1.31 -3.01 3.22
C 0.63 -4.19 5.41
C -0.62 1.71 0.16
H 0.03 4.90 2.38
H 6.24 0.65 -2.24
H -6.93 -2.03 4.71
H -4.29 1.17 0.87
H -4.34 1.23 2.64
H 4.99 -2.00 -3.67
H -5.64 -0.40 3.56
H -2.87 0.73 1.80
H 4.53 -1.93 -5.37
H -1.11 1.77 -0.79
H 6.24 -1.81 -4.91
H 3.18 1.00 -0.02
H 2.53 0.57 -4.63
H 2.34 -3.02 3.55
H -5.61 -4.42 2.12
H 6.40 0.92 -6.60
H 0.49 0.17 2.72
H 5.36 2.29 -6.19
H -4.56 -4.10 -0.85
H 6.37 2.16 -3.16
H 4.67 0.85 -6.97
H 0.06 7.24 1.61
H 0.98 2.86 2.71
H -2.26 -2.86 1.95
H -4.02 -5.08 0.52
H -6.39 -3.71 4.58
H 7.40 0.78 -3.56
H -7.71 -3.12 3.56
H -2.92 -3.94 -0.27
H 3.16 1.94 -3.71
H 4.19 1.79 -1.24
H -0.18 3.57 -1.69
H -0.21 5.91 -2.45
H -1.76 -3.97 4.13
H 2.46 2.19 -1.14
*
```

The following is a DFT calculation (the ωB97M-V functional and the def2-TZVPD basis) of C28H33KN9O3PS2 as an isolated structure.

Calculated values
E_LUMO (alpha / beta) in eV: 3.53 / 3.53
Total energy in eV: -96399.78216

Structure (ORCA input):
```
! wB97M-V def2-TZVPD RIJCOSX def2/J DEFGRID3
* xyz -2 1
K 0.72 0.23 0.63
S 2.78 0.45 -2.48
S 4.10 -1.21 -0.39
P 1.04 -6.26 0.69
O -0.69 1.21 2.73
O -1.29 4.05 -1.97
O -2.12 2.25 1.46
N 1.60 2.93 0.44
N 4.94 -2.00 -5.00
N -2.23 2.42 3.76
N -1.72 1.92 2.60
N -0.79 6.27 -2.21
N -3.69 2.38 6.07
N -4.29 2.71 2.46
N 7.80 -0.83 -2.74
N -4.22 2.62 4.78
C -1.57 6.25 -3.49
C -3.06 6.06 -3.28
C -0.50 7.63 -1.75
C -1.66 -4.55 -2.61
C -0.48 -6.53 2.82
C 0.16 -7.30 1.90
C 0.76 8.29 -2.40
C -3.57 2.59 3.62
C 0.58 3.47 -0.17
C -0.06 -9.26 3.35
C -0.27 -4.63 -2.80
C 4.04 -0.47 -2.17
C -2.23 -5.31 -1.56
C 2.70 3.59 0.62
C 0.44 -8.64 2.25
C -1.41 -5.99 -0.62
C 2.11 -7.67 0.00
C -1.01 -7.13 4.06
C 0.55 -5.41 -1.90
C 1.67 5.58 -0.32
C 0.55 4.79 -0.68
C 2.77 4.94 0.29
C 6.66 -0.50 -2.46
C 5.26 -0.71 -2.80
C -0.62 5.04 -1.62
C -0.77 -8.49 4.33
C 4.93 -1.39 -3.99
C -0.02 -6.01 -0.77
H 3.52 5.62 0.66
H -1.85 -6.45 0.27
H 5.55 -1.89 -0.37
H -3.61 6.21 -4.28
H -2.68 2.26 6.01
H 1.06 -9.19 1.51
H 2.55 -8.16 0.87
H -0.15 2.77 -0.49
H 1.55 -8.45 -0.53
H -3.78 3.28 6.60
H 0.25 -10.32 3.52
H -3.73 2.76 1.60
H -2.22 -3.85 -3.17
H 1.61 7.58 -2.45
H -5.18 2.23 4.88
H -1.19 -8.97 5.21
H -1.17 5.37 -4.06
H -0.37 7.57 -0.68
H -1.33 8.26 -2.00
H -3.48 6.75 -2.53
H 1.10 9.12 -1.76
H 1.60 -5.48 -2.17
H 0.63 8.78 -3.38
H -0.71 -5.48 2.62
H 1.80 6.63 -0.60
H 3.55 3.19 1.21
H 0.27 -4.05 -3.57
H 2.98 -7.36 -0.63
H -3.29 -5.34 -1.47
H -3.27 5.05 -2.89
H -4.95 3.44 2.58
H -1.57 -6.45 4.73
H -1.37 7.20 -3.92
*
```

The following is a DFT calculation (the ωB97M-V functional and the def2-TZVPD basis) of a 2-piece molecular cluster, C6H7NO3 overall.

Calculated values
Structure (SMILES): N#C[C@]12CC(=O)C[C@H]1O2.O
E_LUMO in eV: 0.43
Total energy in eV: -13966.51357

Structure (ORCA input):
```
! wB97M-V def2-TZVPD RIJCOSX def2/J DEFGRID3
* xyz 0 1
O 1.30 -3.30 0.40
O -2.58 4.03 1.35
O -1.10 -0.44 -0.66
N 0.17 2.54 0.65
C 0.06 0.01 0.02
C 0.97 -2.21 0.02
C 0.08 1.42 0.38
C 0.67 -1.03 0.94
C 0.13 -0.45 -1.39
C 0.79 -1.80 -1.44
H 0.21 -2.55 -1.99
H 1.78 -1.73 -1.92
H -2.66 3.07 1.46
H 0.19 0.24 -2.22
H -1.63 4.20 1.29
H -0.01 -1.33 1.75
H 1.61 -0.68 1.38
*
```

The following is a DFT calculation (the ωB97M-V functional and the def2-TZVPD basis) of C10H20BiO6Se4 as an isolated structure.

Calculated values
E_LUMO in eV: 2.70
Total energy in eV: -290200.68560

Structure (ORCA input):
```
! wB97M-V def2-TZVPD RIJCOSX def2/J DEFGRID3
* xyz -1 1
Bi -0.12 -0.16 -0.09
Se -5.07 0.16 -0.45
Se -3.21 -0.34 -1.74
Se -2.24 0.89 2.10
Se -4.37 1.50 1.40
O 1.02 1.00 1.67
O -0.27 -1.89 1.47
O 1.81 -0.95 -0.75
O 0.28 0.19 -2.47
O -0.63 -2.09 -1.31
O -0.49 2.27 -0.73
C -0.64 2.41 -2.14
C -0.62 -2.08 -2.73
C 0.06 -3.09 0.76
C -0.86 -3.22 -0.47
C 0.53 2.85 0.10
C 0.71 -1.29 2.50
C 0.19 1.48 -3.04
C 1.70 -0.35 1.91
C 0.37 -1.02 -3.23
C 1.59 1.88 0.68
H 1.07 3.64 -0.45
H 1.39 -1.39 -3.09
H -0.11 -3.96 1.41
H -0.44 3.45 -2.44
H -1.64 -1.88 -3.08
H 1.10 -3.07 0.44
H 0.18 -0.83 -4.29
H 1.27 -2.13 2.92
H 2.10 -1.02 0.19
H 2.11 1.31 -0.10
H -0.01 -0.91 3.23
H -0.29 -3.05 -3.11
H -1.91 -3.20 -0.17
H 2.51 -0.17 2.61
H -1.69 2.17 -2.29
H -0.01 3.30 0.93
H -0.63 -4.14 -1.00
H -0.31 1.45 -4.02
H 2.35 2.53 1.15
H 1.21 1.86 -3.18
*
```

The following is a DFT calculation (the ωB97M-V functional and the def2-TZVPD basis) of C52H54N8PSY as an isolated structure.

Calculated values
E_LUMO in eV: -4.26
Total energy in eV: -87882.09967

Structure (ORCA input):
```
! wB97M-V def2-TZVPD RIJCOSX def2/J DEFGRID3
* xyz 2 1
Y -0.54 -0.02 0.33
S 0.08 2.52 -1.07
P 2.73 -0.03 -1.68
N 1.15 1.76 1.75
N -1.66 2.15 1.52
N 1.55 -1.37 1.30
N -2.42 -1.65 0.84
N -0.08 -2.21 -0.85
N 1.02 -4.12 -1.13
N 0.24 -1.47 4.77
N -0.65 -0.66 2.90
C -0.05 -4.17 -2.02
C 4.76 -0.22 0.27
C 5.52 -0.28 -2.00
C -2.27 -3.67 -3.50
C 2.06 2.53 0.88
C 6.07 -0.31 0.72
C 4.46 -0.23 -1.09
C -2.34 0.24 -1.19
C -0.44 -5.14 -2.93
C -5.88 -1.70 2.18
C -2.65 1.25 -3.42
C -4.56 -2.02 1.90
C -1.46 3.39 -0.69
C 7.10 -0.38 -0.19
C 2.29 2.96 -4.50
C -4.42 -0.31 0.18
C -1.56 -4.87 -3.67
C -4.02 1.36 -3.19
C 3.29 -3.43 -3.98
C -1.07 -1.15 5.09
C -3.74 0.31 -1.01
C 1.20 -2.44 -4.62
C 3.49 -2.42 -3.05
C -3.09 -0.82 6.25
C 2.16 1.77 -3.81
C 2.16 -3.43 -4.79
C -3.67 -0.31 5.07
C 2.95 1.49 -2.70
C -1.63 -0.66 3.91
C 1.39 -1.45 -3.67
C 3.88 2.45 -2.29
C 1.33 3.43 -0.10
C -5.74 0.02 0.51
C 6.83 -0.36 -1.56
C -6.46 -0.64 1.49
C -0.73 -2.96 -1.84
C 3.22 3.91 -4.09
C 0.42 -1.17 3.46
C 4.01 3.65 -2.98
C -4.55 0.88 -2.00
C 0.94 -2.95 -0.47
C -1.88 -2.71 -2.59
C -1.87 0.71 -2.42
C 1.71 -1.46 2.76
C -3.83 -1.32 0.95
C 1.95 -2.57 0.56
C -1.78 -1.25 6.28
C -2.95 -0.22 3.90
C -1.04 2.42 2.83
C 2.55 -1.40 -2.90
C 0.46 2.66 2.71
C -1.80 3.44 0.79
H -4.68 1.79 -3.93
H 2.74 3.16 1.49
H 3.33 4.83 -4.63
H 5.32 -0.24 -3.06
H -3.69 -0.87 7.15
H 0.91 -1.90 5.38
H 1.43 1.05 -4.15
H 1.74 -4.81 -1.03
H -0.80 0.64 -2.63
H -1.16 4.17 1.27
H -1.33 -1.64 7.18
H -3.16 -3.49 -4.10
H -2.21 2.85 -1.26
H -5.62 0.93 -1.89
H -2.27 -2.26 0.04
H 2.49 -0.78 3.12
H -1.91 -5.59 -4.39
H 1.74 1.15 2.31
H 4.38 -2.44 -2.44
H -2.18 -2.21 1.66
H -1.49 3.30 3.30
H -3.42 0.16 3.00
H 0.84 4.27 0.39
H 3.97 -0.13 1.01
H -2.83 3.82 0.89
H 2.05 3.84 -0.81
H 2.02 -4.20 -5.53
H -4.08 -2.82 2.46
H 2.68 1.83 0.33
H -6.43 -2.24 2.93
H -7.47 -0.34 1.70
H 2.04 -2.46 3.04
H 2.12 -0.61 0.94
H -6.24 0.82 -0.01
H 0.63 3.69 2.39
H -1.39 4.40 -1.09
H 0.12 -6.06 -3.05
H 7.63 -0.40 -2.28
H 2.93 -2.43 0.08
H 0.60 -0.72 -3.52
H -4.69 0.02 5.09
H 1.68 3.14 -5.37
H -2.22 1.57 -4.36
H 0.90 2.58 3.70
H 6.28 -0.30 1.78
H -1.24 1.58 3.49
H 2.06 -3.41 1.26
H -2.43 -1.79 -2.48
H -2.60 1.81 1.69
H 4.75 4.37 -2.66
H 8.13 -0.44 0.15
H 4.53 2.27 -1.44
H 0.30 -2.45 -5.22
H 4.04 -4.20 -4.09
*
```

The following is a DFT calculation (the ωB97M-V functional and the def2-TZVPD basis) of C41H38F5N3O2RhS2Te as an isolated structure.

Calculated values
⟨S²⟩: 8.773
E_LUMO (alpha / beta) in eV: 0.28 / -2.01
Total energy in eV: -97255.01207

Structure (ORCA input):
```
! wB97M-V def2-TZVPD RIJCOSX def2/J DEFGRID3
* xyz 0 6
Te -0.45 0.40 1.21
Rh 2.28 0.41 -1.79
S 1.23 -1.41 -2.89
S 3.60 2.38 -2.12
F 7.15 1.51 1.46
F 2.70 4.24 0.04
F 3.83 4.68 2.42
F 6.06 1.09 -0.95
F 6.06 3.32 3.15
O 1.15 1.55 -3.39
O 3.59 -0.02 -0.05
N 1.50 0.73 0.21
N -0.75 0.30 -3.76
N -0.76 -1.81 -4.58
C -2.76 -1.76 0.73
C -3.05 3.72 -2.93
C -0.23 -3.17 -4.78
C -4.98 -1.65 1.71
C 3.82 3.58 0.34
C -1.74 -0.74 -6.60
C -6.34 -2.26 1.97
C -0.18 -0.89 -3.80
C 0.51 -2.92 3.89
C 1.63 -3.38 1.81
C -0.09 1.41 -3.40
C 6.07 2.20 1.08
C 5.51 3.12 1.95
C 2.68 0.42 0.74
C -1.12 4.68 -1.84
C 5.50 2.00 -0.16
C -3.20 1.59 2.56
C 3.89 1.20 4.76
C -0.75 -4.18 -3.78
C -2.29 2.64 -3.33
C 0.01 -1.71 3.39
C -2.46 -0.51 1.28
C -3.44 0.21 1.98
C -1.80 -2.55 -0.12
C 4.14 -0.02 2.70
C -4.68 -0.38 2.19
C -0.84 -0.85 4.30
C 2.42 1.65 2.92
C -0.35 3.60 -2.27
C -2.47 4.74 -2.18
C 2.83 1.91 4.22
C -2.00 -1.49 -5.30
C 3.06 0.68 2.16
C 4.38 3.81 1.58
C 1.14 -2.20 1.30
C 4.55 0.24 4.00
C 0.34 -1.37 2.08
C -4.02 -2.32 0.98
C -0.94 2.58 -3.00
C 4.36 2.68 -0.56
C 1.31 -3.75 3.12
H -1.84 -4.27 -3.83
H -0.47 -3.89 -2.77
H -3.07 5.58 -1.86
H -2.35 -3.04 -0.92
H -2.66 2.25 1.88
H 1.62 2.23 2.47
H -6.49 -2.44 3.04
H -5.44 0.18 2.75
H -4.10 3.77 -3.19
H -2.69 -0.57 -7.12
H 0.70 3.55 -2.02
H -0.67 5.47 -1.26
H 4.64 -0.76 2.09
H -0.54 -0.98 5.34
H -7.14 -1.59 1.64
H 2.26 -4.02 1.20
H 1.38 -1.92 0.28
H 4.22 1.41 5.77
H -2.63 1.54 3.49
H -1.90 -1.12 4.21
H -4.25 -3.30 0.57
H -2.63 -0.90 -4.64
H 0.28 -3.19 4.91
H -4.16 2.08 2.78
H -0.53 -3.46 -5.79
H -0.32 -5.17 -3.99
H -1.09 -1.31 -7.26
H 2.33 2.67 4.80
H -1.28 0.22 -6.39
H -1.03 -1.92 -0.58
H 1.68 -4.68 3.53
H -6.45 -3.21 1.45
H -0.75 0.21 4.06
H 0.86 -3.13 -4.77
H -1.29 -3.32 0.46
H -2.73 1.83 -3.90
H -2.49 -2.44 -5.50
H 5.38 -0.31 4.42
*
```